# 1
C5H10O as an isolated structure, computed with the ωB97M-V functional and the def2-TZVPD basis.

XYZ file:
```
16
C5H10O the ωB97M-V functional and the def2-TZVPD basis
O -0.70012 1.55377 -1.51700
C 0.32043 0.68450 -1.47151
C 0.60445 -0.14327 -0.38328
C 0.76409 0.56161 1.07669
C -0.06794 -0.44653 1.82347
C -0.57486 -0.79212 0.42767
H -1.21092 1.47183 -0.69591
H -0.84666 -1.54011 -2.17858
H 0.89307 0.68638 -2.39249
H 1.43192 -0.82395 -0.59627
H 0.32334 1.56031 1.05986
H 1.83515 0.62493 1.29441
H 0.51178 -1.24926 2.29186
H -0.77919 -0.03608 2.54338
H -1.54073 -0.31979 0.18906
H -0.96383 -1.79222 -1.47137
```

Values from the calculation:
energy relative to the best compared isomer or geometry (same formula, charge and spin)	5.650	eV
E_LUMO (alpha / beta)	0.7 / 0.2	eV
HOMO level (alpha / beta)	-7.59 / -6.77	eV
frontier orbital gap (alpha / beta)	8.326 / 6.972	eV
F_max	1.81	eV/Å
calculated total energy	-271.54498	Ha


# 2
C44H36BrLaN4O4P as an isolated structure, computed with the ωB97M-V functional and the def2-TZVPD basis.

XYZ file:
```
91
C44H36BrLaN4O4P the ωB97M-V functional and the def2-TZVPD basis
La -0.39494 -1.00677 0.60783
C -0.50199 -2.32530 -2.49670
N 0.24001 -1.11365 -2.08475
C 1.67498 -1.26035 -2.39407
C 2.65815 -0.86485 -1.31225
C 3.96150 -0.55435 -1.68239
C 4.91398 -0.35775 -0.70018
C 4.53940 -0.47350 0.62919
C 3.21646 -0.74800 0.91706
N 2.29077 -0.93206 -0.03215
C -0.30199 0.09670 -2.73167
C -1.68037 0.50425 -2.25687
C -2.69084 0.82223 -3.15018
C -3.92664 1.21356 -2.65578
C -4.12508 1.26420 -1.28786
C -3.06414 0.93395 -0.46166
N -1.87110 0.58585 -0.93744
C -0.12812 -3.54635 -1.67114
C -0.37797 -4.83553 -2.12363
C -0.00935 -5.90496 -1.32645
C 0.61313 -5.67034 -0.10683
C 0.82739 -4.35870 0.26815
N 0.46562 -3.32810 -0.49885
H -0.31530 -2.54690 -3.55614
H -1.57136 -2.13193 -2.38135
H 1.91685 -0.71358 -3.31155
H 1.87098 -2.31258 -2.61255
H 4.21695 -0.47742 -2.73123
H 5.93311 -0.11475 -0.96974
H 5.24684 -0.33621 1.43450
H 2.86159 -0.81440 1.93932
H -0.33671 -0.02251 -3.82253
H 0.39044 0.91312 -2.50901
H -2.51238 0.75441 -4.21509
H -4.73069 1.46096 -3.33607
H -5.07898 1.53963 -0.86206
H -3.16966 0.93371 0.61762
H -0.85562 -4.99546 -3.08142
H -0.20043 -6.91731 -1.65734
H 0.92170 -6.48221 0.53572
H 1.29661 -4.10993 1.21294
O -1.00080 0.49030 2.34794
C 0.13205 0.30352 2.90471
O 0.70295 -0.81540 2.85911
C 0.84319 1.53078 3.39834
C 1.06614 1.67944 4.76155
C 1.63383 2.84605 5.25020
C 1.98240 3.86441 4.37509
C 1.78207 3.70308 3.01330
C 1.22511 2.53408 2.50073
P 0.99018 2.32239 0.68861
C 2.59566 2.74315 -0.05532
C 2.63025 2.89524 -1.44472
C 3.81308 3.18487 -2.10231
C 4.99359 3.31395 -1.38081
C 4.97567 3.14953 -0.00530
C 3.78573 2.86696 0.65462
C -0.07705 3.75055 0.31971
C -1.38705 3.66557 0.79322
C -2.27621 4.70491 0.58478
C -1.87245 5.84068 -0.10764
C -0.57061 5.93329 -0.57433
C 0.32645 4.89455 -0.35946
H 0.77648 0.88696 5.43975
H 1.79431 2.96545 6.31343
H 2.40945 4.78455 4.75137
H 2.06055 4.50152 2.33476
H 1.71290 2.81985 -2.02052
H 3.81254 3.31860 -3.17667
H 5.92022 3.55108 -1.88720
H 5.88831 3.25251 0.56793
H 3.79537 2.74770 1.73021
H -1.70215 2.79413 1.35699
H -3.28656 4.63420 0.96745
H -2.56838 6.65206 -0.27431
H -0.24432 6.82064 -1.10114
H 1.34243 4.99024 -0.72110
Br -5.48138 -1.64781 0.89492
C -4.99910 -3.48169 0.94602
C -6.01720 -4.42025 1.02738
C -5.70010 -5.76504 1.11059
C -4.37206 -6.17179 1.13619
C -3.36533 -5.22517 1.07283
C -3.66884 -3.86929 0.96066
C -2.52805 -2.91227 0.84261
O -1.58956 -2.97510 1.68018
O -2.50199 -2.08557 -0.11867
H -7.04802 -4.09520 1.03226
H -6.49691 -6.49446 1.16775
H -4.12415 -7.22127 1.21853
H -2.32540 -5.52325 1.12037
```

Values from the calculation:
total charge	+1
energy relative to the best compared isomer or geometry (same formula, charge and spin)	0.000	eV
E_LUMO	-2.1	eV
HOMO level	-10.59	eV
frontier orbital gap	8.540	eV
F_max	0.99	eV/Å
calculated total energy	-5165.34280	Ha


# 3
A 3-piece molecular cluster, C5H15NO3 overall, computed with the ωB97M-V functional and the def2-TZVPD basis.

XYZ file:
```
24
C5H15NO3 the ωB97M-V functional and the def2-TZVPD basis
C 0.90029 -2.00004 0.81642
C -0.20227 -1.70828 -0.19485
N -0.51491 -0.25773 -0.21366
C -1.34656 0.10276 0.97358
C -1.20668 0.13756 -1.41649
C -0.97270 1.61923 -1.68616
O -1.49060 2.16396 -2.62787
H 1.26808 -3.03117 0.67716
H 1.69761 -1.32581 0.71637
H 0.52765 -1.88189 1.86435
H 0.15610 -2.06515 -1.22160
H -1.10947 -2.34732 0.03665
H -0.75305 -0.15468 1.86726
H -1.50473 1.22691 1.03243
H -2.31209 -0.38496 1.05968
H -2.31823 -0.05318 -1.44106
H -0.87915 -0.39478 -2.30050
H -0.25391 2.19251 -0.91802
O 1.17970 2.19982 1.87279
H 2.01180 2.24592 1.34755
H 0.82460 1.44056 1.52158
O 2.22149 0.98027 -0.29533
H 2.67487 0.69387 -1.09739
H 1.40216 0.60160 -0.37287
```

Values from the calculation:
energy relative to the best compared isomer or geometry (same formula, charge and spin)	2.100	eV
E_LUMO	0.6	eV
SMILES	CCN(C)CC=O.O.O
HOMO level	-9.80	eV
frontier orbital gap	10.371	eV
F_max	4.17	eV/Å
calculated total energy	-479.93439	Ha